CH4N2S | ωB97M-V/def2-TZVPD

The LUMO energy comes out at 0.0280 Ha. The calculation puts the relative energy (zero: lowest compared OMol25 entry of this formula, charge and spin) at 35.9 kcal/mol. The calculation puts the electronic energy at -14916.04886 eV. As for the SMILES: NNC=S. The calculation puts the HOMO energy at -8.45 eV. As for the spin multiplicity: 1. The calculation puts the HOMO-LUMO gap at 0.338 Eh.

Each atom is followed by the atoms it is bonded to, with distances in Å.
Element x y z (Å)
1 C 1.1189 0.4127 -0.0397  H5 1.064, N7 1.324, S8 1.622
2 H -1.7364 -0.1953 0.8052  N6 1.035
3 H -1.8055 0.0030 -0.8259  N6 1.032
4 H 0.1976 -1.3568 -0.0116  N7 0.993
5 H 0.7046 1.3802 0.1149  C1 1.064
6 N -1.2081 0.1770 -0.0030  H2 1.035, H3 1.032, N7 1.378
7 N 0.0549 -0.3743 -0.0294  C1 1.324, H4 0.993, N6 1.378
8 S 2.6739 -0.0466 -0.0106  C1 1.622